This record from OMol25 describes a 3-piece molecular cluster, C32H73F3N9O5P2 overall in a non-equilibrium geometry. The level of theory is the ωB97M-V functional and the def2-TZVPD basis.

```
124
Properties=species:S:1:pos:R:3:forces:R:3
P -6.183 6.077 -3.289 -2.640 -3.761 -2.982
P 5.721 -6.854 1.867 -2.656 -4.526 -2.683
F -1.011 3.719 -4.303 0.180 0.126 0.158
F -1.965 1.804 -4.134 0.070 -0.207 0.102
F 0.047 2.098 -3.355 -0.071 -0.296 -0.091
O -5.959 7.189 -4.265 1.326 1.378 2.730
O -4.894 -3.877 1.329 0.019 -0.123 0.064
O 5.730 -5.825 0.769 1.549 1.915 2.526
O -4.045 -1.886 1.827 -0.053 0.017 -0.338
O -1.650 3.075 -2.314 0.191 -0.475 -0.326
N -5.110 4.885 -3.878 -0.232 0.118 -0.628
N 4.039 -7.315 1.729 -0.063 -0.754 -0.098
N -0.384 1.587 0.127 -0.256 -0.441 0.745
N 0.274 0.490 2.101 0.077 0.100 0.308
N 6.804 -8.006 1.232 -0.273 0.146 -0.675
N 5.799 -7.434 3.544 1.195 3.060 0.553
N -6.294 5.454 -1.633 1.343 2.784 0.610
N -0.135 2.791 2.091 1.256 -0.102 -0.651
N -7.847 5.717 -3.639 0.067 -0.765 -0.056
C 3.169 -6.148 1.786 0.166 0.196 0.132
C 5.888 -1.808 0.940 -0.065 -0.057 -0.273
C 2.889 2.867 0.052 0.599 -0.132 -0.189
C -4.013 -3.097 1.155 -0.366 -0.387 0.263
C -2.149 1.990 -1.529 0.176 0.122 0.074
C 2.389 2.725 2.598 0.139 0.306 0.115
C -1.719 3.619 0.402 -0.262 0.100 0.878
C -6.246 6.510 -0.608 0.181 0.068 -0.099
C -0.063 1.618 1.458 -0.139 0.104 -0.398
C -2.790 -0.131 0.594 -0.449 -0.237 0.182
C -1.158 2.671 -3.512 0.129 0.504 -0.059
C 5.601 0.237 -0.556 -0.562 0.540 0.389
C -2.817 1.387 0.770 0.035 -0.236 -0.677
C 8.196 -7.594 1.300 0.052 0.377 0.208
C 4.880 -8.452 4.017 -0.365 -0.284 -0.220
C 5.889 -6.350 4.536 0.200 0.056 -0.118
C -0.425 3.904 1.171 -0.938 0.170 -0.505
C 4.492 1.162 -1.087 -0.147 -1.118 0.415
C 6.667 -9.443 1.221 -0.105 -0.254 0.558
C 5.087 -1.157 -0.202 0.477 -0.399 0.036
C -5.332 3.468 -3.990 -0.128 -0.250 0.464
C -8.665 6.929 -3.600 0.140 0.194 0.176
C 2.927 3.557 1.418 -0.477 -0.268 0.009
C -8.188 4.914 -4.807 0.172 -0.094 -0.118
C -2.828 -3.369 0.266 0.089 0.610 0.277
C 0.980 3.055 3.069 -0.268 -0.094 0.539
C -1.762 2.161 -0.062 -0.469 0.264 -0.361
C -3.714 5.195 -3.645 -0.126 0.492 0.276
C 3.616 -8.207 0.658 0.161 -0.081 -0.108
C -4.159 -0.751 0.982 0.693 0.549 -0.152
C 3.459 1.431 0.032 -0.070 0.464 -0.461
C -7.303 4.474 -1.283 -0.317 -0.266 -0.264
H -3.081 4.687 -4.366 -0.103 -0.103 -0.076
H -8.021 3.854 -4.617 -0.004 0.059 -0.048
H 3.032 2.939 3.453 -0.127 -0.031 0.187
H 3.508 -5.450 2.558 0.003 -0.007 -0.030
H 4.941 -5.804 4.640 0.005 -0.033 0.123
H 2.365 4.491 1.357 0.085 0.129 0.053
H 6.428 0.189 -1.262 0.100 -0.115 0.024
H 6.168 -6.745 5.514 -0.020 -0.069 -0.023
H 4.838 -9.307 3.346 -0.019 0.081 -0.096
H -3.121 -3.157 -0.761 0.094 -0.123 -0.121
H -8.385 7.559 -2.752 0.008 -0.004 -0.031
H 0.376 4.036 0.447 0.238 -0.066 0.153
H 6.015 -2.875 0.769 -0.097 -0.100 0.175
H -3.529 6.264 -3.763 -0.093 -0.004 -0.002
H -8.311 4.894 -1.223 0.006 0.002 -0.036
H 6.941 -9.910 2.180 -0.003 -0.013 -0.036
H 2.154 -6.455 2.048 0.023 -0.095 -0.007
H -5.416 7.192 -0.807 -0.047 -0.006 -0.024
H 8.637 -7.802 2.286 0.041 -0.066 -0.062
H 3.143 -5.601 0.835 0.017 0.051 0.033
H 3.928 1.182 0.985 -0.052 0.018 0.115
H 5.664 -9.762 0.955 0.008 0.084 0.107
H -3.404 4.903 -2.628 0.075 -0.037 -0.060
H -7.638 5.210 -5.709 -0.033 -0.021 -0.030
H -3.779 1.720 0.375 -0.074 0.250 0.196
H 2.497 1.656 2.438 0.039 -0.047 -0.140
H 2.619 0.751 -0.130 0.031 -0.213 0.297
H 5.261 -8.818 4.974 0.147 0.102 -0.023
H 1.896 2.851 -0.396 -0.134 0.130 0.120
H 5.365 -1.655 1.884 0.119 -0.058 0.146
H 4.040 -1.154 0.107 -0.108 0.235 -0.137
H -4.713 -0.977 0.069 -0.188 -0.140 0.081
H -2.009 -2.714 0.550 0.146 -0.024 -0.144
H -0.570 4.821 1.733 0.230 -0.028 0.220
H 3.503 3.467 -0.620 -0.097 0.131 -0.066
H 0.745 -0.279 1.657 -0.262 -0.066 -0.261
H 5.136 -1.797 -1.084 -0.048 0.016 -0.093
H -0.355 0.629 -0.206 -0.063 0.010 -0.139
H -4.716 0.011 1.524 -0.200 -0.215 0.224
H -1.763 1.037 -1.887 0.068 0.009 -0.142
H 3.984 0.575 -1.855 0.033 0.440 -0.453
H -0.002 0.370 3.061 0.468 0.211 0.193
H 6.661 -5.634 4.242 -0.032 -0.015 -0.006
H -7.323 3.640 -1.982 -0.018 0.095 -0.107
H 7.323 -9.860 0.454 0.095 0.119 0.014
H 5.967 0.690 0.371 0.285 0.081 -0.074
H 3.950 3.845 1.651 0.114 -0.092 -0.101
H -7.041 4.062 -0.303 0.118 0.105 0.003
H -2.586 -0.404 -0.442 0.205 0.034 -0.046
H -9.254 5.003 -5.018 -0.004 0.166 0.057
H -2.043 -0.611 1.224 0.156 0.100 0.032
H 6.883 -1.376 1.036 0.050 0.049 -0.050
H 0.939 4.111 3.323 -0.280 0.075 -0.102
H 0.751 2.518 3.988 -0.006 -0.057 0.045
H 4.901 2.077 -1.506 -0.039 0.077 -0.043
H 3.861 -9.243 0.892 0.030 0.037 -0.049
H -2.543 3.752 1.104 -0.097 0.099 -0.047
H 2.529 -8.184 0.563 -0.007 0.158 0.048
H -3.231 1.960 -1.647 -0.073 0.111 0.087
H -1.863 4.367 -0.371 0.194 -0.170 -0.268
H 3.862 -8.081 4.167 0.011 0.006 -0.029
H -5.190 2.932 -3.031 -0.015 -0.012 -0.044
H -2.508 -4.399 0.367 -0.186 -0.138 -0.098
H 4.049 -7.946 -0.315 -0.029 -0.027 -0.031
H -6.083 6.079 0.383 -0.035 -0.072 -0.032
H -4.625 3.046 -4.709 0.100 0.093 0.039
H -2.798 1.683 1.818 0.137 -0.105 0.093
H -6.319 3.229 -4.374 0.017 0.050 0.149
H -9.716 6.661 -3.472 0.021 -0.101 -0.008
H -8.559 7.531 -4.508 0.026 0.040 0.032
H -7.169 7.102 -0.579 -0.002 -0.033 0.123
H 8.784 -8.108 0.538 -0.072 -0.084 -0.004
H 8.290 -6.524 1.105 -0.065 -0.013 -0.008
```
Positions in Å, forces in eV/Å.

Computed properties:
Net charge: +1
DFT total energy: -3114.0949 Ha
Kohn-Sham gap: 6.592 eV
2S+1: 1